A 8-piece molecular cluster, C38H90ClF5N3O16P overall. Source: OMol25; level of theory: ωB97M-V/def2-TZVPD.

Output
Total charge = 0
HOMO level = -8.870 eV
Strongest force on any atom = 0.575 eV Å⁻¹
Frontier orbital gap = 0.3436 hartree
SMILES = CCN[C@H](NC(F)(F)C(F)(F)F)[C@](OC)([C@H](Cl)CC)P(N)O.COCCOC.COCCOC.COCCOC.COCCOC.COCCOC.COCCOC.COCCOC

Last columns: bonded neighbours and bond lengths (Å).
Atoms and positions in Å:
1 C 4.51 6.61 -0.98  C2 1.535, H23 1.091, H24 1.091, H25 1.091
2 C 3.08 6.12 -0.73  C1 1.535, N3 1.470, H26 1.091, H27 1.095
3 N 2.53 5.33 -1.84  C2 1.470, C4 1.440, H28 1.007
4 C 1.87 4.09 -1.52  N3 1.440, N5 1.480, C13 1.565, H29 1.096
5 N 2.58 2.92 -2.05  C4 1.480, C6 1.394, H30 1.016
6 C 3.52 2.34 -1.19  N5 1.394, F7 1.371, F8 1.354, C9 1.546
7 F 4.21 3.23 -0.42  C6 1.371
8 F 2.91 1.53 -0.29  C6 1.354
9 C 4.57 1.51 -1.96  C6 1.546, F10 1.333, F11 1.330, F12 1.336
10 F 4.01 0.81 -2.94  C9 1.333
11 F 5.18 0.65 -1.14  C9 1.330
12 F 5.49 2.32 -2.49  C9 1.336
13 C 0.37 4.01 -1.97  C4 1.565, O14 1.421, C16 1.583, P20 1.902
14 O -0.16 5.21 -1.43  C13 1.421, C15 1.424
15 C -1.42 5.72 -1.84  O14 1.424, H31 1.083, H32 1.090, H33 1.094
16 C -0.18 2.71 -1.24  C13 1.583, Cl17 1.806, C18 1.531, H34 1.085
17 Cl -0.72 1.40 -2.35  C16 1.806
18 C -1.23 2.92 -0.15  C16 1.531, C19 1.540, H35 1.091, H36 1.091
19 C -2.71 2.97 -0.58  C18 1.540, H37 1.089, H38 1.091, H39 1.091
20 P 0.31 3.82 -3.86  C13 1.902, N21 1.713, O22 1.651
21 N 0.63 5.41 -4.41  P20 1.713, H40 1.015, H41 1.014
22 O -1.34 3.81 -3.98  P20 1.651, H42 0.967
23 H 5.19 6.30 -0.18  C1 1.091
24 H 4.56 7.70 -1.05  C1 1.091
25 H 4.88 6.19 -1.91  C1 1.091
26 H 3.06 5.49 0.17  C2 1.091
27 H 2.41 6.96 -0.53  C2 1.095
28 H 1.92 5.90 -2.39  N3 1.007
29 H 1.85 3.98 -0.43  C4 1.096
30 H 3.04 3.18 -2.92  N5 1.016
31 H -2.14 4.93 -2.03  C15 1.083
32 H -1.78 6.35 -1.02  C15 1.090
33 H -1.34 6.33 -2.74  C15 1.094
34 H 0.68 2.25 -0.76  C16 1.085
35 H -1.11 2.06 0.52  C18 1.091
36 H -0.97 3.79 0.45  C18 1.091
37 H -3.26 2.12 -0.17  C19 1.089
38 H -3.20 3.87 -0.22  C19 1.091
39 H -2.82 2.95 -1.66  C19 1.091
40 H 1.61 5.51 -4.67  N21 1.015
41 H 0.36 6.18 -3.82  N21 1.014
42 H -1.59 3.25 -4.73  O22 0.967
43 C -2.42 -5.28 -1.06  O44 1.417, H49 1.089, H50 1.092, H51 1.095
44 O -2.17 -5.12 -2.45  C43 1.417, C45 1.417
45 C -3.30 -4.70 -3.18  O44 1.417, C46 1.514, H52 1.095, H53 1.095
46 C -3.27 -3.21 -3.46  C45 1.514, O47 1.416, H54 1.096, H55 1.096
47 O -3.33 -2.44 -2.27  C46 1.416, C48 1.418
48 C -2.07 -1.97 -1.83  O47 1.418, H56 1.093, H57 1.092, H58 1.089
49 H -1.46 -5.34 -0.56  C43 1.089
50 H -2.98 -4.42 -0.66  C43 1.092
51 H -2.99 -6.19 -0.87  C43 1.095
52 H -4.22 -4.95 -2.64  C45 1.095
53 H -3.30 -5.23 -4.13  C45 1.095
54 H -4.14 -2.95 -4.07  C46 1.096
55 H -2.37 -2.95 -4.03  C46 1.096
56 H -1.73 -1.13 -2.43  C48 1.093
57 H -1.32 -2.76 -1.85  C48 1.092
58 H -2.20 -1.62 -0.80  C48 1.089
59 C -7.00 -5.55 -1.97  O60 1.415, H65 1.089, H66 1.092, H67 1.097
60 O -6.24 -5.11 -0.86  C59 1.415, C61 1.421
61 C -6.44 -3.73 -0.56  O60 1.421, C62 1.513, H68 1.095, H69 1.094
62 C -7.42 -3.53 0.57  C61 1.513, O63 1.417, H70 1.094, H71 1.096
63 O -8.72 -3.99 0.26  C62 1.417, C64 1.415
64 C -9.01 -5.27 0.78  O63 1.415, H72 1.096, H73 1.093, H74 1.089
65 H -6.99 -6.64 -1.96  C59 1.089
66 H -8.03 -5.20 -1.93  C59 1.092
67 H -6.54 -5.21 -2.91  C59 1.097
68 H -6.78 -3.20 -1.46  C61 1.095
69 H -5.47 -3.31 -0.28  C61 1.094
70 H -7.49 -2.45 0.78  C62 1.094
71 H -7.04 -4.02 1.48  C62 1.096
72 H -9.19 -5.23 1.86  C64 1.096
73 H -8.20 -5.98 0.59  C64 1.093
74 H -9.91 -5.62 0.29  C64 1.089
75 C -4.22 2.77 -5.11  O76 1.415, H81 1.091, H82 1.092, H83 1.096
76 O -3.89 1.41 -5.33  C75 1.415, C77 1.418
77 C -4.64 0.50 -4.54  O76 1.418, C78 1.513, H84 1.095, H85 1.094
78 C -5.79 -0.11 -5.31  C77 1.513, O79 1.416, H86 1.094, H87 1.096
79 O -6.76 0.85 -5.69  C78 1.416, C80 1.415
80 C -6.63 1.28 -7.03  O79 1.415, H88 1.096, H89 1.093, H90 1.089
81 H -3.74 3.35 -5.90  C75 1.091
82 H -5.30 2.95 -5.14  C75 1.092
83 H -3.83 3.10 -4.14  C75 1.096
84 H -5.01 1.00 -3.64  C77 1.095
85 H -3.96 -0.29 -4.23  C77 1.094
86 H -6.29 -0.84 -4.66  C78 1.094
87 H -5.41 -0.64 -6.18  C78 1.096
88 H -7.00 0.51 -7.72  C80 1.096
89 H -5.60 1.52 -7.29  C80 1.093
90 H -7.25 2.17 -7.15  C80 1.089
91 C 5.31 -4.55 -0.14  O92 1.415, H97 1.089, H98 1.093, H99 1.096
92 O 6.07 -4.00 0.91  C91 1.415, C93 1.416
93 C 7.45 -4.28 0.83  O92 1.416, C94 1.514, H100 1.096, H101 1.094
94 C 8.24 -3.12 0.24  C93 1.514, O95 1.416, H102 1.094, H103 1.095
95 O 7.89 -2.86 -1.10  C94 1.416, C96 1.417
96 C 6.98 -1.78 -1.26  O95 1.417, H104 1.095, H105 1.092, H106 1.089
97 H 4.32 -4.09 -0.11  C91 1.089
98 H 5.76 -4.35 -1.12  C91 1.093
99 H 5.20 -5.64 -0.02  C91 1.096
100 H 7.63 -5.18 0.24  C93 1.096
101 H 7.81 -4.46 1.84  C93 1.094
102 H 9.30 -3.38 0.26  C94 1.094
103 H 8.10 -2.23 0.86  C94 1.095
104 H 7.47 -0.82 -1.12  C96 1.095
105 H 6.14 -1.86 -0.56  C96 1.092
106 H 6.60 -1.83 -2.28  C96 1.089
107 C -2.76 4.14 3.39  O108 1.416, H113 1.089, H114 1.092, H115 1.097
108 O -2.80 2.83 2.86  C107 1.416, C109 1.417
109 C -1.80 1.97 3.38  O108 1.417, C110 1.514, H116 1.095, H117 1.094
110 C -2.32 1.07 4.48  C109 1.514, O111 1.415, H118 1.094, H119 1.096
111 O -2.74 1.81 5.62  C110 1.415, C112 1.418
112 C -4.14 2.01 5.68  O111 1.418, H120 1.096, H121 1.092, H122 1.089
113 H -3.71 4.62 3.14  C107 1.089
114 H -2.64 4.14 4.47  C107 1.092
115 H -1.95 4.72 2.93  C107 1.097
116 H -0.95 2.56 3.75  C109 1.095
117 H -1.44 1.35 2.56  C109 1.094
118 H -1.51 0.41 4.80  C110 1.094
119 H -3.14 0.46 4.10  C110 1.096
120 H -4.65 1.09 6.00  C112 1.096
121 H -4.55 2.33 4.72  C112 1.092
122 H -4.32 2.78 6.43  C112 1.089
123 C 13.33 -6.16 -3.29  O124 1.414, H129 1.089, H130 1.093, H131 1.096
124 O 12.49 -5.02 -3.30  C123 1.414, C125 1.417
125 C 11.11 -5.31 -3.15  O124 1.417, C126 1.513, H132 1.096, H133 1.094
126 C 10.63 -5.11 -1.73  C125 1.513, O127 1.419, H134 1.094, H135 1.095
127 O 11.25 -5.99 -0.81  C126 1.419, C128 1.414
128 C 12.32 -5.41 -0.10  O127 1.414, H136 1.096, H137 1.093, H138 1.089
129 H 14.35 -5.80 -3.18  C123 1.089
130 H 13.09 -6.83 -2.46  C123 1.093
131 H 13.25 -6.71 -4.23  C123 1.096
132 H 10.91 -6.34 -3.47  C125 1.096
133 H 10.56 -4.64 -3.81  C125 1.094
134 H 9.55 -5.30 -1.70  C126 1.094
135 H 10.79 -4.07 -1.43  C126 1.095
136 H 11.95 -4.72 0.67  C128 1.096
137 H 13.00 -4.86 -0.76  C128 1.093
138 H 12.87 -6.21 0.38  C128 1.089
139 C -3.51 4.85 9.66  O140 1.414, H145 1.089, H146 1.093, H147 1.096
140 O -3.60 3.58 9.05  C139 1.414, C141 1.418
141 C -2.57 2.68 9.42  O140 1.418, C142 1.513, H148 1.095, H149 1.094
142 C -3.02 1.71 10.49  C141 1.513, O143 1.417, H150 1.094, H151 1.096
143 O -3.35 2.35 11.71  C142 1.417, C144 1.415
144 C -4.73 2.56 11.90  O143 1.415, H152 1.096, H153 1.093, H154 1.089
145 H -4.46 5.36 9.49  C139 1.089
146 H -3.34 4.78 10.73  C139 1.093
147 H -2.71 5.44 9.21  C139 1.096
148 H -1.69 3.23 9.77  C141 1.095
149 H -2.29 2.12 8.53  C141 1.094
150 H -2.20 1.01 10.70  C142 1.094
151 H -3.87 1.13 10.13  C142 1.096
152 H -5.24 1.62 12.16  C144 1.096
153 H -5.20 2.98 11.00  C144 1.093
154 H -4.85 3.26 12.72  C144 1.089

Atomic partial charges in e from the Löwdin method, atoms 1 to 8: number 1, C, carries -0.09; number 2, C, carries -0.25; number 3, N, carries 0.00; number 4, C, carries -0.33; number 5, N, carries 0.12; number 6, C, carries -0.49; number 7, F, carries 0.11; number 8, F, carries 0.13